A.
This record from OMol25 describes the molecule C8H8O2. The level of theory is ωB97M-V/def2-TZVPD.

Bonds (Å) are listed after each position.
CARTESIAN COORDINATES (ANGSTROEM)
1 C 0.0428 -1.7722 -2.8293  C2 1.194, H11 0.998
2 C -0.2589 -1.0864 -1.8999  C1 1.194, C6 1.823
3 C 0.3117 1.1129 0.3592  C4 1.379, C5 1.478, C7 1.552
4 C -0.1565 -0.1466 0.6674  C3 1.379, C6 1.475, C8 1.537
5 C -0.6643 1.2658 -0.7399  C3 1.478, C6 1.558, O9 1.214
6 C -1.0511 -0.2250 -0.5027  C2 1.823, C4 1.475, C5 1.558, O10 1.405
7 C 1.5397 1.8569 0.9484  C3 1.552, H12 1.150, H13 1.074, H14 1.078
8 C 0.1170 -1.1403 1.8074  C4 1.537, H15 1.037, H16 1.161, H17 1.069
9 O -0.9162 2.0231 -1.6543  C5 1.214
10 O -2.4120 -0.5725 -0.4825  C6 1.405, H18 0.968
11 H 0.1732 -1.9656 -3.8000  C1 0.998
12 H 1.6987 1.6268 2.0643  C7 1.150
13 H 1.4907 2.9297 0.9209  C7 1.074
14 H 2.4986 1.5392 0.5718  C7 1.078
15 H 0.8767 -1.0584 2.5083  C8 1.037
16 H 0.2505 -2.1400 1.2317  C8 1.161
17 H -0.7838 -1.5541 2.2084  C8 1.069
18 H -2.7568 -0.6932 -1.3793  O10 0.968

**Total charge**: 0
**Gap between HOMO and LUMO**: 9.9 eV
**Multiplicity**: 1
**HOMO energy**: -0.351 Eh
**SMILES**: C#C[C@]1(O)C(=O)C(C)=C1C


B.
This record from OMol25 describes the molecule C8H8O2. The level of theory is ωB97M-V/def2-TZVPD.

Bonds (Å) are listed after each position.
CARTESIAN COORDINATES (ANGSTROEM)
1 C 1.9527 1.2695 0.8951  C3 1.354, H11 1.093, H12 1.071
2 C -0.6051 -1.7059 -2.3049  C4 1.354, H13 1.088, H14 1.105
3 C 0.7650 1.8753 0.6583  C1 1.354, C7 1.510, H15 1.156
4 C -0.2340 -0.5308 -1.7434  C2 1.354, C8 1.398, H16 1.121
5 C -0.8307 0.0517 1.5733  C6 1.501, C7 1.576, O9 1.324, H17 1.079
6 C -0.4129 -1.1886 0.8384  C5 1.501, C8 1.448, O9 1.396, H18 1.053
7 C -0.4167 0.9812 0.3702  C3 1.510, C5 1.576, C8 1.592, O10 1.359
8 C -0.1446 -0.4106 -0.3536  C4 1.398, C6 1.448, C7 1.592
9 O 0.1721 -0.6961 2.0064  C5 1.324, C6 1.396
10 O -1.4510 1.3293 -0.4398  C7 1.359
11 H 2.8728 1.8537 0.9837  C1 1.093
12 H 2.0051 0.2003 0.9055  C1 1.071
13 H -0.4654 -1.6835 -3.3839  C2 1.088
14 H -0.9229 -2.6851 -1.9030  C2 1.105
15 H 0.5601 2.8913 1.1693  C3 1.156
16 H -0.2571 0.4932 -2.1985  C4 1.121
17 H -1.8263 0.1315 1.9820  C5 1.079
18 H -0.7611 -2.1763 0.9448  C6 1.053

**Total charge**: 0
**Gap between HOMO and LUMO (alpha / beta)**: 7.9 / 7.2 eV
**Multiplicity**: 1
**HOMO energy (alpha / beta)**: -0.328 / -0.304 Eh


Most stable: A (next structure +2.047 eV)